No. 1
The following is a quantum chemistry calculation of a cluster of 14 separate species, C47H107BF3N4O45P6 in total in a non-equilibrium geometry, from OMol25.

ORCA input file:
```
! RIJCOSX wB97M-V def2-TZVPD def2/J DEFGRID3
* xyz -1 1
O 2.54427 3.53028 -0.99535
C 1.79188 2.71451 -0.48611
O 0.62180 2.37519 -0.89649
B 0.05714 1.36169 -0.03590
O 1.12983 1.11500 1.00165
C 2.14641 1.84186 0.76729
O 3.20107 1.93372 1.44706
O -0.28691 0.00900 -0.57781
C -1.53219 -0.19082 -0.37379
O -2.13012 -1.26468 -0.62338
C -2.14706 0.96697 0.23940
O -1.24460 1.78853 0.60367
O -3.33497 1.04917 0.52142
C -0.97843 -7.79817 1.99138
C -0.13739 -9.02934 1.76866
C -0.19354 -9.63839 0.31530
O 0.69866 -10.75099 0.04262
C 0.25674 -11.95780 0.67448
N 1.25759 -8.67781 2.04303
H -0.67419 -6.98125 1.33701
H -0.81038 -7.41256 2.99694
H -2.04271 -7.94980 1.81133
H -0.50677 -9.76068 2.48755
H -0.00563 -8.93810 -0.49857
H -1.20469 -10.01339 0.15703
H 0.99035 -12.75816 0.57787
H -0.72053 -12.14879 0.23111
H -0.02168 -11.82355 1.71974
H 1.43038 -8.30800 2.96686
H 1.90045 -9.44947 1.93635
C 10.80220 3.66917 4.96998
C 11.90712 3.00422 5.80822
C 11.49326 3.01520 7.30525
O 11.29178 4.32312 7.71721
C 10.98686 4.35150 9.11892
N 11.93008 1.68907 5.23495
H 9.83241 3.26374 5.25851
H 10.91205 3.52216 3.89554
H 10.81222 4.75622 5.04951
H 12.86286 3.52828 5.80638
H 12.24403 2.51868 7.91999
H 10.55504 2.46035 7.30578
H 11.01057 5.37543 9.49187
H 11.61892 3.75386 9.77575
H 9.94094 4.07027 9.24166
H 11.02612 1.24061 5.27788
H 12.44437 1.05463 5.82918
C -6.17338 -6.17878 -9.86661
C -5.98987 -7.68048 -9.64517
C -5.66220 -8.05542 -8.15238
O -4.62727 -7.23133 -7.58776
C -4.86834 -6.73857 -6.30257
N -7.16486 -8.42445 -10.08440
H -5.20403 -5.73302 -10.08970
H -6.69013 -5.59705 -9.10329
H -6.72333 -6.11530 -10.80557
H -5.04093 -7.92593 -10.12199
H -5.38390 -9.10010 -8.01348
H -6.59655 -7.87550 -7.62065
H -4.91366 -7.53553 -5.56034
H -5.82172 -6.21031 -6.29320
H -4.19936 -6.01348 -5.83910
H -6.97690 -9.38877 -10.31859
H -7.56088 -8.01934 -10.92056
C 7.37810 -9.07550 -4.43522
C 6.20349 -8.50978 -3.66295
C 5.22492 -7.65490 -4.46369
O 4.12995 -7.13174 -3.68533
C 3.37241 -6.09829 -4.40313
N 5.44239 -9.58247 -3.01421
H 7.12814 -9.92430 -5.07173
H 8.08169 -9.55722 -3.75625
H 7.79239 -8.30425 -5.08456
H 6.62373 -7.83042 -2.92135
H 4.80110 -8.18185 -5.31855
H 5.81098 -6.84163 -4.89175
H 4.03001 -5.28177 -4.70136
H 2.56330 -5.61688 -3.85389
H 3.01947 -6.49417 -5.35540
H 4.63356 -9.12923 -2.61364
H 4.99786 -10.25147 -3.62654
C 4.59817 2.62088 7.50708
O 3.46440 3.49941 7.52480
P 3.38769 4.90837 8.27656
O 4.25841 5.10860 9.44888
O 3.59120 5.94172 7.06860
C 4.78427 6.11731 6.39405
O 1.79197 5.03171 8.68541
C 0.80393 5.21225 7.71630
H 5.38609 2.99296 8.16193
H 5.04874 2.63506 6.51467
H 4.19450 1.66403 7.83811
H 4.82828 7.05493 5.83993
H 4.85472 5.34970 5.62340
H 5.67631 5.97164 7.00325
H 0.02944 4.48153 7.94936
H 1.11851 5.00219 6.69404
H 0.20680 6.12393 7.73551
C 9.03942 6.83804 -6.04111
O 10.13782 6.22736 -5.45969
P 11.13389 6.87611 -4.41795
O 11.51967 8.20028 -4.93102
O 10.20975 6.89613 -3.04074
C 9.79328 5.68836 -2.50036
O 12.35730 5.81279 -4.24867
C 13.63786 5.95282 -3.60626
H 9.26611 7.10313 -7.07379
H 8.71807 7.73572 -5.51292
H 8.15210 6.20503 -6.04845
H 9.47674 5.76897 -1.46046
H 10.27753 4.72392 -2.65356
H 8.81198 5.54273 -2.95195
H 13.70608 5.44202 -2.64578
H 14.06282 6.95370 -3.53033
H 14.31713 5.37777 -4.23555
C -7.69887 2.67279 -7.59212
O -7.33192 3.89834 -6.97279
P -5.80479 4.23725 -6.57322
O -4.94599 4.66956 -7.70017
O -5.97338 5.41840 -5.49192
C -6.38867 6.72564 -5.95234
O -5.29125 2.93648 -5.76433
C -4.17278 2.18427 -6.05608
H -6.85168 2.16391 -8.05190
H -8.46729 2.89575 -8.33234
H -8.13827 2.01216 -6.84473
H -5.63564 7.43954 -5.61859
H -7.25919 7.06204 -5.38920
H -6.58909 6.96105 -6.99758
H -4.41784 1.12406 -5.99281
H -3.27979 2.38526 -5.46423
H -3.74502 2.36906 -7.04147
C -7.91889 7.48915 4.14539
O -6.53500 7.56777 4.36032
P -5.78106 8.68251 3.56792
O -4.35335 8.83657 3.97064
O -6.03296 8.29200 1.99085
C -5.42704 7.14317 1.35007
O -6.75812 9.96031 3.82334
C -6.48785 11.33359 3.36537
H -8.50526 8.26964 4.63029
H -8.20333 6.56491 4.64834
H -8.23082 7.47827 3.10104
H -5.07732 6.51771 2.17140
H -4.64253 7.25493 0.60163
H -6.16086 6.60017 0.75445
H -7.04215 11.70419 2.50311
H -5.43140 11.32790 3.09706
H -6.51241 12.15533 4.08107
C 0.44902 -2.60728 6.53088
O -0.26135 -3.49432 7.35394
P 0.44975 -4.58597 8.35920
O 1.31078 -5.59567 7.64078
O 1.29903 -3.68690 9.40076
C 0.67275 -2.51999 9.94039
O -0.81249 -5.09585 9.28569
C -1.70126 -6.07703 8.85374
H 0.17766 -1.63234 6.93581
H 0.01328 -2.72482 5.53870
H 1.52951 -2.74857 6.55678
H -0.41477 -2.53488 9.86841
H 0.92622 -1.60063 9.41253
H 0.87803 -2.29027 10.98594
H -1.55479 -6.27231 7.79142
H -2.72730 -5.72630 8.96475
H -1.47918 -6.97367 9.43237
C -10.30467 -1.03037 -3.15493
O -11.62694 -0.51468 -3.47199
P -12.80062 -1.54144 -3.93768
O -12.45023 -2.42616 -5.03700
O -13.13721 -2.33863 -2.60036
C -14.38720 -3.01198 -2.50557
O -14.14245 -0.61803 -4.23440
C -14.27655 0.31950 -5.27489
H -10.10596 -2.04910 -3.48782
H -10.16240 -0.99592 -2.07480
H -9.55577 -0.39376 -3.62607
H -15.30110 -2.47729 -2.76440
H -14.43598 -3.11810 -1.42185
H -14.40836 -3.94378 -3.07071
H -13.55640 0.27914 -6.09211
H -14.19350 1.32244 -4.85615
H -15.22846 0.11250 -5.76388
C 1.36060 8.42768 -6.14147
C 0.23369 8.64570 -7.18098
O 1.01697 8.65774 -8.38213
C 2.30622 9.00698 -8.06493
O 3.17388 9.34334 -8.88301
O 2.38945 9.21761 -6.71811
F -0.24596 9.86537 -7.06867
H 1.64449 7.37701 -6.08147
H 1.09516 8.80408 -5.15357
H -0.54476 7.88687 -7.10152
C -6.90554 -1.53825 7.44859
C -6.10599 -1.27074 6.14180
O -6.33121 -2.40886 5.41287
C -6.72423 -3.39961 6.18669
O -6.84262 -4.59089 5.86073
O -7.09082 -2.89977 7.40532
F -4.79668 -1.16833 6.46053
H -7.89888 -1.09201 7.40124
H -6.49823 -1.12619 8.37185
H -6.45125 -0.36699 5.63969
C 5.09391 -3.50408 0.75011
C 6.19725 -2.83841 -0.11900
O 7.06526 -2.27920 0.84663
C 6.79697 -2.75974 2.03420
O 7.48430 -2.50256 3.03264
O 5.78146 -3.66559 1.96179
F 5.58664 -1.89880 -0.82779
H 4.74057 -4.46171 0.36776
H 4.23368 -2.83621 0.79533
H 6.64362 -3.56822 -0.79446
*
```

As for the HOMO-LUMO gap: 0.3305 Ha. The total energy comes out at -7833.0087 Ha.

No. 2
The following is a quantum chemistry calculation of a cluster of 2 separate species, C2H6NO3 in total, from OMol25.

ORCA input file:
```
! RIJCOSX wB97M-V def2-TZVPD def2/J DEFGRID3
* xyz -1 1
C -0.65370 0.49978 0.39078
N 0.13338 0.19411 -0.77174
C -0.02227 1.04705 -1.93544
O 0.81542 0.83102 -2.83857
O -0.95782 1.87900 -1.87794
H -0.99114 -0.40653 0.90917
H -1.50732 1.11633 0.12549
H -0.11652 1.07435 1.15584
H 1.07808 -0.01266 -0.48014
H 0.33289 -1.40779 1.82929
H 1.11858 -2.60809 1.34280
O 0.77044 -2.20657 2.15045
*
```

As for the HOMO-LUMO gap: 0.2871 Ha. Its energy above the lowest of the compared OMol25 structures with the same formula, charge and spin is 0.5986 eV. The total energy comes out at -360.3492 Ha.

No. 3
The following is a quantum chemistry calculation of a cluster of 15 separate species, H30O15 in total in a non-equilibrium geometry, from OMol25.

ORCA input file:
```
! RIJCOSX wB97M-V def2-TZVPD def2/J DEFGRID3
* xyz 0 1
O -2.63137 0.47179 -2.68880
H -2.95349 0.12100 -1.84996
H -2.40679 1.40307 -2.53310
O -2.57991 -2.15758 -0.60963
H -3.22281 -2.72544 -0.18197
H -1.66241 -2.51596 -0.62256
O -2.33289 3.32320 -1.49917
H -2.48167 3.90819 -0.74933
H -1.49499 3.66448 -1.86460
O -1.18162 0.75786 2.88252
H -1.68624 -0.08868 2.68930
H -1.60320 1.47176 2.40276
O 2.66160 -2.00714 -0.13129
H 2.96758 -2.52288 -0.87921
H 2.24761 -1.11247 -0.45657
O -0.93502 1.06536 0.10903
H -0.75437 1.92297 -0.29465
H -1.61614 0.68308 -0.45380
O 1.31318 1.01656 2.17548
H 1.40732 1.93935 2.43199
H 0.34814 0.82991 2.37282
O 0.21589 -0.68377 -2.63419
H 0.10252 -0.24205 -3.48066
H -0.66459 -0.65565 -2.23790
O -0.18615 -3.45000 -0.49524
H 0.63085 -2.99254 -0.73807
H -0.13597 -3.52345 0.46846
O 1.80231 0.23475 -0.41532
H 1.67533 0.43551 0.53963
H 0.91898 0.06939 -0.77243
O -1.68990 -1.51443 1.88259
H -0.88987 -2.10957 2.02766
H -1.98814 -1.68702 0.97182
O 2.51509 -1.58228 2.50585
H 2.58976 -0.65915 2.78814
H 2.74637 -1.51540 1.55459
O 2.49310 2.69884 -1.45684
H 2.23334 1.76784 -1.41411
H 3.07815 2.91485 -0.72872
O 0.21986 4.44209 -2.31721
H 0.95562 4.39210 -1.70427
H 0.32405 3.91942 -3.11277
O 0.36365 -3.00378 2.63972
H 0.32570 -2.51535 3.47563
H 1.09972 -2.44418 2.25338
*
```

As for the HOMO-LUMO gap: 0.3934 Ha. Its energy above the lowest of the compared OMol25 structures with the same formula, charge and spin is 0.3231 eV. The total energy comes out at -1146.6282 Ha.

No. 4
The following is a quantum chemistry calculation of the molecule C2H4N2S2 in a non-equilibrium geometry, from OMol25.

ORCA input file:
```
! RIJCOSX wB97M-V def2-TZVPD def2/J DEFGRID3
* xyz 0 1
H -1.71553 -2.08303 -0.34123
N -2.08347 -1.05906 -0.36719
C -1.22359 -0.21004 -0.03377
N -1.70540 1.05898 0.29533
C 0.35492 -0.12643 -0.01077
S 1.23915 -1.44822 0.14606
S 0.95802 1.51472 -0.16744
H -1.17416 1.28584 1.15675
H -2.76431 0.91233 0.45499
H 2.23343 0.84030 -0.15828
*
```

As for the HOMO-LUMO gap: 0.3062 Ha. Its energy above the lowest of the compared OMol25 structures with the same formula, charge and spin is 1.9353 eV. The total energy comes out at -984.4438 Ha.